No. 1
The following is a quantum chemistry calculation of a molecular structure, C19H33IN2Si2Zn, from the Open Molecules 2025 dataset.

Results
LUMO energy   -0.7534 eV
Calculated total energy   -3509.392448 Eh
Relative energy (zero: lowest compared OMol25 entry of this formula, charge and spin)   11.25 kcal/mol

Each line ends with the Mulliken charge.
Positions of all 58 atoms, in Å:
I  2.051  -2.014  -1.506  -0.56
Zn  0.430  -0.864  0.078  1.08
Si  2.907  1.476  0.819  0.07
Si  1.898  -0.693  2.951  0.39
N  -1.482  0.386  0.507  0.27
N  -0.082  0.730  -1.843  0.25
C  -1.673  1.538  -0.196  0.80
C  3.795  2.381  2.218  -1.25
C  -2.206  0.196  1.624  -0.19
C  2.187  2.833  -0.268  -0.87
C  -0.650  -3.243  0.924  -0.41
C  4.290  0.624  -0.107  -0.76
C  -2.517  2.548  0.293  -0.69
C  -1.305  2.709  -2.404  -0.81
C  3.086  -2.056  2.459  -0.98
C  0.390  1.888  -3.893  -0.82
C  1.517  0.335  1.413  0.37
C  -2.988  1.195  2.218  -1.03
C  2.661  0.179  4.444  -1.19
C  -3.161  2.391  1.513  -0.61
C  0.290  -1.372  3.684  -0.68
C  0.598  0.867  -2.978  -0.03
C  0.162  -4.225  0.058  -1.13
C  -1.000  1.664  -1.511  0.26
C  -0.597  2.832  -3.597  -0.53
H  -0.328  -4.390  -0.908  0.32
H  -0.095  -0.667  4.431  0.33
H  -1.556  -3.762  1.273  0.43
H  3.649  0.615  4.276  0.33
H  4.132  -1.715  2.545  0.32
H  -3.800  3.188  1.896  0.43
H  4.415  3.176  1.782  0.36
H  -0.519  -1.517  2.964  -0.23
H  3.921  -0.237  -0.686  -0.01
H  -2.135  3.381  -2.164  0.28
H  2.765  -0.557  5.252  0.35
H  -0.859  3.633  -4.282  0.43
H  2.658  3.800  -0.034  0.46
H  -3.453  1.001  3.180  0.44
H  3.109  2.858  2.926  0.33
H  1.106  2.947  -0.124  0.12
H  2.008  0.974  4.820  0.29
H  0.680  1.016  1.659  -0.09
H  0.484  -2.332  4.180  0.44
H  4.755  1.330  -0.817  0.35
H  0.948  1.894  -4.825  0.42
H  -0.996  -2.341  0.384  0.17
H  5.078  0.256  0.567  0.30
H  1.180  -3.857  -0.161  0.11
H  -2.657  3.441  -0.315  0.28
H  1.340  0.089  -3.160  0.20
H  2.935  -2.382  1.417  0.19
H  2.362  2.630  -1.332  0.24
H  -0.066  -2.977  1.810  -0.02
H  -2.158  -0.797  2.070  0.45
H  0.289  -5.207  0.542  0.36
H  2.956  -2.932  3.118  0.35
H  4.471  1.736  2.789  0.30

---

No. 2
The following is a quantum chemistry calculation of 15 unconnected molecules or ions with the total composition C38H110N4O26, from the Open Molecules 2025 dataset.

Results
LUMO energy   0.3938 eV
Calculated total energy   -3688.616953 Eh
Relative energy (zero: lowest compared OMol25 entry of this formula, charge and spin)   130.71 kcal/mol

Each line ends with the Mulliken charge.
Positions of all 178 atoms, in Å:
O  2.745  -27.921  -5.077  -0.31
O  8.846  -16.505  -5.122  -0.39
O  10.877  -18.689  -5.612  -0.65
O  -1.352  -21.271  -4.500  -0.59
O  0.042  -23.944  -1.785  -0.60
O  4.173  -27.338  -2.616  -0.49
O  4.216  -23.065  -5.734  1.04
O  2.673  -19.406  -5.977  0.05
O  5.353  -27.574  -0.253  -0.59
O  7.777  -23.854  -2.540  0.01
O  6.584  -20.355  -11.235  -0.50
O  1.407  -22.348  -3.960  -0.74
O  6.804  -23.239  2.318  -0.30
O  -0.948  -26.822  -1.408  -0.58
O  4.016  -22.058  -8.432  -0.42
O  3.933  -16.033  -5.912  -0.63
O  5.400  -17.553  0.410  -0.37
O  0.938  -21.059  -8.049  -0.43
O  6.634  -21.290  -8.386  -0.50
O  -1.748  -25.917  -7.229  -0.58
O  1.221  -25.534  -8.478  -0.61
O  8.074  -26.034  -4.515  -0.56
O  10.608  -24.478  -3.708  -0.56
O  6.986  -27.521  -6.777  -0.44
O  11.356  -20.418  -2.454  -0.48
O  5.212  -29.119  -5.313  -0.46
N  6.602  -14.478  -2.743  -0.63
N  6.765  -24.709  -0.086  -0.50
N  8.319  -17.760  -0.517  -0.36
N  4.095  -20.890  -3.966  -0.51
C  0.369  -26.442  -1.899  -0.49
C  6.079  -28.017  -1.376  -1.03
C  3.275  -28.259  -6.390  -0.21
C  5.687  -16.325  -0.238  -0.35
C  8.088  -16.826  -6.201  -0.89
C  6.441  -18.161  1.140  -0.72
C  4.356  -29.385  -6.414  -0.70
C  6.689  -22.616  3.558  -0.82
C  3.952  -24.477  -5.613  0.31
C  4.000  -17.463  -5.830  0.16
C  2.869  -22.300  -9.218  -0.20
C  7.563  -18.776  0.172  0.86
C  6.580  -19.915  -8.742  0.52
C  5.582  -23.497  1.778  -1.11
C  8.449  -19.786  0.945  -1.20
C  6.074  -19.534  -10.225  -0.69
C  8.112  -26.645  -6.815  -1.11
C  0.800  -22.271  -5.314  1.90
C  0.622  -25.388  -7.177  0.61
C  0.446  -25.001  -2.629  0.05
C  5.334  -22.721  -4.941  -1.00
C  -0.262  -21.143  -5.371  -0.90
C  10.024  -23.232  -3.665  -0.54
C  5.583  -27.193  -2.678  1.44
C  7.949  -16.273  -3.994  -0.17
C  4.550  -23.647  -0.532  -1.45
C  7.117  -14.888  -4.104  0.35
C  1.814  -21.161  -9.151  -0.47
C  -0.447  -26.466  -6.896  -0.67
C  10.488  -18.976  -4.324  1.09
C  11.643  -19.856  -3.755  -0.82
C  9.004  -23.148  -2.447  0.00
C  2.680  -18.023  -5.688  -0.59
C  6.447  -20.418  -4.060  -1.90
C  5.278  -21.211  -4.745  2.00
C  8.130  -13.721  -4.307  -1.66
C  7.735  -25.491  -5.833  1.14
C  5.790  -23.609  0.263  1.47
H  -0.713  -24.217  -1.258  0.33
H  4.418  -27.765  -0.360  0.33
H  4.832  -22.721  1.931  0.43
H  7.602  -24.259  -1.688  0.01
H  6.926  -17.587  1.930  0.37
H  7.560  -12.792  -4.288  0.54
H  4.665  -17.625  -4.981  0.17
H  2.322  -20.246  -9.455  0.26
H  11.943  -19.976  -1.836  0.26
H  10.251  -18.069  -5.994  0.29
H  7.817  -20.510  1.460  0.11
H  6.073  -27.634  -3.546  -0.06
H  3.297  -19.805  -5.366  0.02
H  1.480  -25.631  -6.551  -0.35
H  3.216  -22.489  -10.234  0.51
H  8.178  -26.332  -7.857  0.43
H  6.646  -13.480  -2.892  0.32
H  7.351  -20.510  -4.662  0.41
H  2.072  -17.582  -6.478  0.36
H  4.583  -17.901  -6.640  -0.21
H  4.739  -23.575  -1.603  -0.26
H  7.628  -19.642  -8.866  0.32
H  5.767  -21.660  -8.565  0.41
H  1.530  -20.744  -7.362  0.00
H  0.239  -20.263  -4.969  0.30
H  6.459  -25.626  0.206  0.13
H  5.073  -24.313  2.291  0.48
H  3.721  -27.304  -6.669  0.15
H  9.495  -23.446  -1.521  0.57
H  5.299  -23.022  -3.894  -0.38
H  8.416  -24.728  -6.210  0.29
H  3.391  -21.593  -4.140  -0.26
H  9.437  -23.158  -4.581  0.21
H  6.397  -14.874  -4.923  0.10
H  6.101  -23.150  4.305  0.31
H  5.759  -28.377  -5.580  0.40
H  7.209  -17.046  -3.784  0.03
H  4.914  -29.320  -7.349  0.30
H  10.285  -18.050  -3.785  -0.07
H  0.228  -24.378  -7.065  0.37
H  10.802  -22.470  -3.634  0.25
H  8.539  -16.326  -3.079  0.42
H  -0.749  -21.074  -6.344  0.28
H  1.163  -21.279  -10.017  0.49
H  6.072  -19.279  -8.018  -0.40
H  0.569  -25.312  -9.146  0.31
H  12.472  -19.186  -3.526  0.50
H  9.548  -19.479  -4.548  -0.37
H  6.080  -19.424  -3.801  0.65
H  3.195  -24.802  -4.899  -0.07
H  7.130  -28.130  -1.107  0.32
H  7.575  -24.561  0.500  0.31
H  7.355  -19.862  -11.524  0.33
H  3.553  -24.808  -6.572  0.31
H  0.940  -26.540  -0.975  0.39
H  7.498  -17.727  -6.028  0.32
H  6.224  -18.460  -10.342  0.41
H  3.894  -15.587  -5.062  0.38
H  4.793  -25.070  -5.255  -0.68
H  8.900  -17.077  -6.884  0.39
H  3.807  -22.891  -0.280  0.59
H  7.695  -22.669  3.974  0.27
H  9.067  -19.317  1.710  0.45
H  0.749  -22.700  -3.357  0.25
H  -1.033  -27.778  -1.442  0.31
H  5.069  -20.709  -5.689  -0.34
H  6.902  -20.822  -3.155  -0.17
H  8.200  -25.258  -3.963  0.16
H  6.324  -23.021  -5.285  0.18
H  4.694  -16.109  -0.632  0.33
H  1.523  -24.871  -2.736  0.06
H  9.117  -20.399  0.340  0.28
H  -1.930  -25.211  -6.604  0.35
H  4.305  -20.830  -2.980  0.27
H  -0.127  -27.313  -7.502  0.43
H  9.088  -27.047  -6.543  0.47
H  7.505  -15.973  -6.548  0.41
H  8.622  -13.871  -5.268  0.31
H  6.699  -25.154  -5.885  -0.69
H  2.232  -17.583  -4.797  0.33
H  7.091  -19.298  -0.661  -0.31
H  3.854  -22.238  -7.503  0.04
H  0.786  -27.207  -2.554  0.22
H  1.601  -22.347  -6.049  -0.72
H  5.697  -26.112  -2.598  -0.46
H  9.168  -18.224  -0.809  0.16
H  3.841  -30.346  -6.402  0.42
H  8.843  -13.524  -3.506  0.36
H  5.957  -15.523  0.449  0.29
H  5.002  -19.711  -10.136  0.19
H  5.938  -19.046  1.528  0.31
H  2.442  -23.285  -9.029  -0.10
H  6.410  -21.566  3.478  0.28
H  2.447  -28.610  -7.005  0.36
H  3.912  -27.409  -3.537  0.19
H  0.349  -23.263  -5.322  -0.19
H  6.160  -22.611  0.027  -0.27
H  5.867  -29.064  -1.597  0.41
H  7.421  -28.228  -7.259  0.22
H  8.622  -17.034  0.117  0.27
H  -0.252  -24.971  -3.465  0.28
H  7.308  -14.617  -2.034  0.30
H  -0.331  -26.667  -5.831  0.17
H  -1.202  -20.547  -3.886  0.39
H  8.829  -22.072  -2.410  -0.08
H  3.990  -24.582  -0.539  0.32
H  2.367  -28.734  -4.732  0.14
H  11.890  -20.697  -4.402  0.32
H  11.030  -24.409  -4.567  0.37
H  6.464  -16.399  -0.999  -0.10